Entry 1:
{
  "formula": "C28H37Br2FeGeN3O6SSe",
  "method": "ωB97M-V with the def2-TZVPD basis set",
  "total_energy_ev": -353559.317,
  "gap_ev": 7.18,
  "lumo_ev": -0.06,
  "homo_energy_ev": -7.2,
  "elements": ["Fe", "O", "C", "C", "C", "C", "C", "C", "C", "O", "N", "O", "O", "H", "H", "H", "H", "Br", "C", "C", "C", "Br", "C", "C", "C", "C", "N", "C", "C", "O", "H", "H", "H", "H", "C", "C", "C", "S", "O", "C", "C", "C", "H", "H", "H", "H", "H", "H", "H", "H", "H", "H", "H", "H", "H", "H", "N", "C", "H", "C", "Ge", "C", "C", "C", "Se", "C", "H", "H", "H", "H", "H", "H", "H", "H", "H", "H", "H", "H", "H", "H"],
  "coordinates": [[0.9772, 0.0090, 0.5441], [-0.8260, -0.4185, -0.5525], [-1.0298, -1.4136, -1.2516], [-0.2733, -2.6254, -1.2774], [-0.7130, -3.6500, -2.1263], [-0.0578, -4.8478, -2.1498], [1.0658, -5.0748, -1.3265], [1.5095, -4.0970, -0.4917], [0.8658, -2.8172, -0.4250], [1.3056, -1.9312, 0.3623], [-0.5296, -5.9060, -3.0290], [-1.4942, -5.6762, -3.7377], [0.0953, -6.9513, -3.0440], [-1.9137, -1.4004, -1.9133], [-1.5754, -3.4999, -2.7636], [1.5607, -6.0340, -1.3775], [2.3734, -4.2476, 0.1419], [4.6060, 0.4847, -2.9663], [4.7110, 0.2176, -1.1004], [5.9704, 0.0731, -0.5051], [6.1011, -0.1183, 0.8438], [7.8341, -0.3147, 1.5896], [4.9573, -0.1686, 1.6712], [4.9567, -0.3634, 3.0707], [3.7738, -0.3905, 3.7537], [2.5659, -0.2241, 3.0543], [2.5403, -0.0414, 1.7585], [3.7009, -0.0152, 1.0515], [3.5306, 0.1720, -0.3646], [2.3433, 0.3022, -0.8414], [6.8508, 0.1130, -1.1315], [5.8986, -0.4907, 3.5868], [3.7514, -0.5393, 4.8244], [1.6085, -0.2399, 3.5531], [-0.9136, -0.2369, 5.2971], [-1.8315, -1.3708, 4.8564], [-1.3036, -2.2193, 3.7033], [-1.2312, -1.5318, 2.0401], [-0.3237, -0.3138, 2.1208], [-2.9304, -0.9056, 1.8926], [-3.1110, 0.5566, 2.3006], [-2.8300, 1.5281, 1.1614], [-1.3683, 0.3256, 6.1127], [-0.7013, 0.4497, 4.4792], [0.0372, -0.6334, 5.6605], [-2.8231, -0.9836, 4.6111], [-1.9818, -2.0526, 5.6975], [-1.9131, -3.1180, 3.5705], [-0.2790, -2.5554, 3.8847], [-3.5441, -1.5848, 2.4873], [-3.1953, -1.0465, 0.8437], [-2.4712, 0.7917, 3.1524], [-4.1427, 0.6781, 2.6402], [-1.8227, 1.4002, 0.7711], [-2.9451, 2.5581, 1.5022], [-3.5273, 1.3686, 0.3352], [0.7317, 3.0341, 0.9163], [0.8115, 1.8880, 0.7656], [0.6161, 4.0181, 1.0143], [-1.3759, 4.6863, -4.6114], [-2.2594, 3.6770, -3.1964], [-1.8120, 4.4386, -1.4481], [-4.1992, 3.7006, -3.4473], [-1.6257, 1.8222, -3.2457], [0.2374, 1.7474, -2.6798], [0.7719, 0.1830, -3.6906], [-1.6341, 5.7441, -4.5511], [-1.6769, 4.3153, -5.5917], [-0.2948, 4.5828, -4.5207], [-1.9346, 5.5226, -1.4571], [-0.7752, 4.2089, -1.1982], [-2.4550, 4.0229, -0.6719], [-4.5733, 4.7247, -3.4756], [-4.6989, 3.1762, -2.6318], [-4.4696, 3.2127, -4.3843], [-1.7023, 1.4398, -4.2646], [-2.2190, 1.1852, -2.5860], [0.6981, 0.3863, -4.7564], [0.1497, -0.6712, -3.4280], [1.8012, -0.0244, -3.4108]],
  "atomic_forces_ev_per_a": [[-0.34, -0.33, 0.45], [0.41, 0.40, -0.22], [0.00, -0.12, 0.04], [0.02, 0.05, -0.02], [-0.02, 0.00, 0.00], [-0.05, -0.04, 0.08], [-0.02, 0.00, 0.01], [-0.02, 0.01, 0.02], [-0.02, 0.07, -0.13], [0.14, -0.13, 0.27], [0.25, 0.14, -0.30], [-0.09, -0.05, 0.10], [-0.09, -0.06, 0.11], [-0.02, 0.01, 0.03], [0.00, 0.00, 0.00], [0.00, 0.00, 0.00], [0.00, 0.00, 0.00], [0.01, 0.00, 0.00], [0.00, 0.00, 0.01], [-0.02, -0.01, 0.02], [0.02, 0.00, -0.03], [0.00, 0.00, 0.00], [0.00, 0.00, 0.00], [0.00, 0.00, 0.01], [0.00, 0.00, 0.00], [0.08, 0.05, 0.01], [0.03, 0.06, -0.25], [0.04, -0.04, 0.04], [0.01, 0.06, -0.01], [-0.06, -0.11, -0.15], [0.00, 0.00, 0.00], [0.00, 0.00, 0.00], [0.00, 0.00, 0.00], [-0.07, 0.00, 0.05], [0.04, -0.01, -0.02], [-0.02, -0.02, 0.00], [0.03, -0.01, 0.07], [0.01, 0.01, -0.05], [0.02, -0.04, 0.14], [-0.02, 0.01, 0.00], [-0.01, 0.01, 0.02], [0.00, 0.03, -0.01], [0.00, -0.01, 0.01], [0.02, 0.01, 0.00], [0.01, 0.01, -0.03], [0.01, 0.00, -0.02], [-0.02, 0.00, 0.00], [0.02, -0.01, -0.01], [0.00, 0.02, 0.02], [-0.01, 0.00, -0.02], [0.00, 0.01, 0.01], [0.00, -0.01, -0.03], [0.00, 0.00, 0.02], [-0.02, 0.01, 0.00], [-0.01, 0.01, 0.00], [0.00, 0.00, 0.00], [0.06, 0.02, 0.10], [-0.33, -0.17, -0.18], [0.04, 0.01, -0.04], [0.01, 0.01, -0.01], [-0.01, -0.01, -0.01], [0.01, 0.05, 0.03], [-0.02, 0.01, 0.01], [0.01, -0.08, 0.04], [0.07, 0.21, -0.15], [-0.04, -0.01, 0.05], [0.00, 0.00, 0.00], [0.00, 0.00, 0.00], [0.00, 0.00, 0.00], [-0.01, -0.01, 0.00], [0.01, 0.01, -0.03], [0.00, -0.02, 0.02], [0.00, 0.00, 0.00], [0.00, 0.00, 0.00], [0.00, 0.00, 0.00], [0.00, 0.03, -0.01], [-0.02, -0.01, -0.04], [0.00, -0.01, 0.00], [0.00, 0.00, -0.02], [-0.01, -0.01, 0.01]]
}

Entry 2:
{
  "formula": "C4H6O2",
  "method": "ωB97M-V with the def2-TZVPD basis set",
  "total_energy_ev": -8337.001,
  "gap_ev": 10.28,
  "lumo_ev": 0.83,
  "homo_energy_ev": -9.5,
  "elements": ["C", "C", "C", "O", "H", "H", "H", "H", "C", "O", "H", "H"],
  "coordinates": [[-0.9670, 1.3057, -0.3020], [0.2570, 1.1053, 0.1426], [1.5646, 0.5195, 0.1769], [1.0589, 1.4952, 1.1536], [-1.3153, 0.8006, -1.1917], [-1.6325, 1.9951, 0.1974], [2.3563, 0.8968, -0.4651], [1.7013, -0.4867, 0.5653], [-0.7596, -1.9068, -0.0655], [0.2071, -2.1798, -0.7309], [-0.6793, -1.5475, 0.9776], [-1.7915, -1.9973, -0.4582]],
  "atomic_forces_ev_per_a": [[0.03, 0.04, 0.01], [-0.04, -0.08, -0.10], [0.15, -0.17, -0.08], [-0.07, 0.13, 0.10], [0.11, 0.02, 0.02], [0.02, 0.00, 0.04], [-0.13, 0.00, 0.05], [-0.04, 0.16, -0.05], [0.18, -0.08, -0.14], [-0.41, 0.06, 0.25], [0.05, -0.07, -0.08], [0.14, -0.01, -0.02]]
}

Entry 3:
{
  "formula": "C5H15BrNSi",
  "method": "ωB97M-V with the def2-TZVPD basis set",
  "charge": 1,
  "total_energy_ev": -84831.147,
  "gap_ev": 10.61,
  "lumo_ev": -3.34,
  "homo_energy_ev": -13.9,
  "elements": ["C", "C", "N", "Br", "Si", "C", "C", "C", "H", "H", "H", "H", "H", "H", "H", "H", "H", "H", "H", "H", "H", "H", "H"],
  "coordinates": [[-0.0708, -1.9574, 1.1251], [0.4773, -1.2680, 0.0431], [-0.2801, -1.4581, -1.4638], [2.2942, -1.9231, -0.3614], [0.3303, 0.7312, 0.2891], [0.7564, 1.0559, 2.0610], [1.3099, 1.5371, -1.1227], [-1.5015, 1.1832, 0.0314], [-0.2655, -2.9500, 0.7610], [-1.0611, -1.5055, 1.1493], [0.3034, -1.9031, 2.1374], [0.0621, -0.6603, -2.0329], [-1.3364, -1.2242, -1.4209], [-0.1183, -2.3649, -1.9333], [0.5292, 1.9891, 2.5973], [0.2707, 0.2126, 2.4900], [1.8995, 1.0234, 2.0921], [1.6266, 2.3381, -0.4833], [2.3579, 1.1201, -1.4352], [0.7545, 1.8976, -2.0630], [-2.0260, 1.1515, -0.9094], [-2.3377, 0.8378, 0.7315], [-1.3969, 2.2532, 0.1964]],
  "atomic_forces_ev_per_a": [[-3.66, -2.00, 0.46], [2.89, 3.62, -3.49], [-1.61, 1.09, 1.54], [-0.42, 0.33, -0.02], [-0.76, -0.68, -1.53], [2.37, 0.97, -0.94], [1.08, -0.88, -1.02], [-0.97, -0.40, 1.11], [0.07, -1.13, 0.79], [-0.70, -0.11, 0.70], [0.78, 0.03, -0.27], [0.39, -0.78, 0.21], [1.86, -0.87, 0.24], [0.03, 0.48, 0.33], [-0.46, -0.33, -0.59], [0.00, -0.59, 1.16], [-1.39, -0.56, 0.36], [0.16, 1.47, -0.23], [-2.13, 0.24, 0.55], [0.77, -0.38, 1.67], [0.36, -0.27, -0.89], [1.56, 0.32, -0.36], [-0.21, 0.41, 0.23]]
}

Entry 4:
{
  "formula": "C24H58BBr2O32P6",
  "method": "ωB97M-V with the def2-TZVPD basis set",
  "charge": -1,
  "total_energy_ev": -287864.518,
  "gap_ev": 9.95,
  "lumo_ev": 1.93,
  "homo_energy_ev": -8.0,
  "elements": ["O", "C", "O", "B", "O", "C", "O", "O", "C", "O", "C", "O", "O", "Br", "C", "C", "Br", "H", "H", "H", "H", "C", "O", "P", "O", "O", "C", "O", "C", "H", "H", "H", "H", "H", "H", "H", "H", "H", "C", "O", "P", "O", "O", "C", "O", "C", "H", "H", "H", "H", "H", "H", "H", "H", "H", "C", "O", "P", "O", "O", "C", "O", "C", "H", "H", "H", "H", "H", "H", "H", "H", "H", "C", "O", "P", "O", "O", "C", "O", "C", "H", "H", "H", "H", "H", "H", "H", "H", "H", "C", "O", "P", "O", "O", "C", "O", "C", "H", "H", "H", "H", "H", "H", "H", "H", "H", "C", "O", "P", "O", "O", "C", "O", "C", "H", "H", "H", "H", "H", "H", "H", "H", "H"],
  "coordinates": [[-11.3659, 7.2440, 28.6699], [-11.2831, 6.4231, 27.8193], [-10.2789, 6.2872, 26.9749], [-10.5783, 5.1535, 26.0953], [-11.6850, 4.4323, 26.6881], [-12.2477, 5.2532, 27.5810], [-13.2404, 4.9917, 28.1393], [-9.3720, 4.3614, 25.8064], [-9.0532, 4.3388, 24.5351], [-8.0953, 3.8394, 24.0347], [-10.1238, 5.1991, 23.8281], [-10.9590, 5.6492, 24.7179], [-10.1458, 5.4681, 22.6817], [-16.1471, 3.2102, 26.5858], [-14.5836, 2.4460, 25.7156], [-15.0361, 1.2525, 24.8377], [-15.5458, 1.9781, 23.0812], [-13.9368, 2.0800, 26.5160], [-13.9749, 3.2008, 25.2301], [-15.9747, 0.9359, 25.2700], [-14.2665, 0.4927, 24.8179], [-7.2323, 5.0246, 28.4760], [-6.0471, 5.2066, 27.7290], [-5.0463, 6.4297, 27.9357], [-4.4381, 6.5941, 29.2543], [-4.1368, 6.0791, 26.6944], [-3.2370, 7.0728, 26.1970], [-5.8754, 7.7209, 27.4706], [-6.6492, 7.6326, 26.2831], [-8.1132, 4.9477, 27.8420], [-7.4343, 5.8605, 29.1553], [-7.1665, 4.1225, 29.0858], [-2.3272, 7.0276, 26.7947], [-3.6021, 8.1043, 26.1935], [-3.0644, 6.8658, 25.1417], [-7.4579, 8.3648, 26.2969], [-7.1431, 6.6939, 26.0239], [-6.0437, 7.9317, 25.4190], [-11.3952, 0.7284, 25.6683], [-11.7166, 1.0175, 24.3026], [-11.4869, -0.0939, 23.1892], [-10.7146, -1.2733, 23.6264], [-12.9153, -0.4346, 22.5905], [-13.2754, -1.7435, 22.1938], [-10.9000, 0.6964, 21.9501], [-9.6079, 1.3098, 22.0306], [-12.2515, 0.5817, 26.3236], [-10.8621, 1.6162, 26.0125], [-10.7118, -0.1164, 25.7309], [-12.3992, -2.3812, 22.1113], [-13.8503, -1.6548, 21.2713], [-13.9926, -2.2154, 22.8739], [-9.7505, 2.3854, 22.0064], [-9.0392, 0.9662, 21.1676], [-9.0109, 1.0278, 22.8997], [-4.3593, 6.0137, 17.3097], [-5.2903, 5.7626, 18.3695], [-6.7529, 6.3025, 18.0719], [-6.9171, 7.7480, 17.9045], [-7.4467, 5.4742, 16.8831], [-6.9306, 4.1686, 16.5332], [-7.5382, 5.7410, 19.3439], [-8.9469, 5.8749, 19.4101], [-4.7584, 6.7956, 16.6705], [-4.1731, 5.0909, 16.7538], [-3.3792, 6.2392, 17.7223], [-6.4505, 4.2646, 15.5567], [-7.8030, 3.5383, 16.3454], [-6.3105, 3.7220, 17.3038], [-9.3085, 6.3564, 20.3146], [-9.5234, 5.0682, 18.9638], [-9.2438, 6.7050, 18.7286], [-4.6518, 2.9787, 24.8239], [-3.6634, 3.9080, 24.3955], [-3.4776, 4.2340, 22.8715], [-3.6144, 3.1052, 21.9315], [-4.4082, 5.4996, 22.5484], [-5.7220, 5.3554, 22.0014], [-2.0963, 4.9803, 22.8014], [-1.0424, 4.4080, 22.0160], [-4.9969, 3.0585, 25.8532], [-4.2432, 1.9660, 24.7505], [-5.5388, 3.0244, 24.1896], [-6.4447, 5.1445, 22.7938], [-5.8307, 4.4776, 21.3512], [-5.9570, 6.2009, 21.3646], [-1.4057, 3.7629, 21.2285], [-0.3910, 3.8516, 22.6939], [-0.4440, 5.2539, 21.6875], [-13.9520, 6.5335, 34.5277], [-13.7193, 7.5417, 33.5511], [-12.5506, 8.5825, 33.8122], [-12.1393, 8.8634, 35.1902], [-13.0779, 9.8098, 32.9621], [-12.2881, 10.9603, 32.8879], [-11.3012, 8.0408, 32.9711], [-11.4701, 7.7230, 31.5982], [-14.0779, 5.6239, 33.9355], [-14.8800, 6.6738, 35.0796], [-13.1529, 6.3476, 35.2421], [-12.5121, 11.6983, 33.6510], [-12.4078, 11.4365, 31.9090], [-11.2116, 10.7601, 32.8525], [-10.6898, 8.2632, 31.0551], [-12.4215, 7.8179, 31.0792], [-11.1715, 6.6952, 31.3508], [-10.3191, 9.0598, 24.3324], [-10.3180, 9.2728, 25.7580], [-9.7191, 10.6433, 26.2812], [-8.3375, 10.8928, 25.8587], [-9.9199, 10.4986, 27.8584], [-8.7690, 10.4019, 28.7233], [-10.7973, 11.7449, 25.8722], [-10.3069, 12.9095, 25.1848], [-10.9401, 9.7558, 23.7641], [-10.5107, 8.0208, 24.0934], [-9.2931, 9.2742, 23.9920], [-8.7035, 11.3268, 29.2896], [-7.9054, 9.9608, 28.2282], [-9.0227, 9.6094, 29.4457], [-10.9804, 13.7357, 25.4050], [-10.2782, 12.6671, 24.1244], [-9.3234, 13.2534, 25.5043]],
  "atomic_forces_ev_per_a": [[-0.28, 0.69, 0.75], [0.32, -0.19, -0.26], [0.09, -0.22, -0.27], [0.38, 0.26, -1.40], [0.43, 0.22, -0.32], [1.32, -0.71, -0.63], [-2.12, 0.06, 1.36], [0.20, -0.67, 1.21], [-0.69, 0.79, 0.01], [0.44, -0.50, -0.20], [0.25, -0.21, 0.95], [-0.44, 0.04, 1.10], [0.16, 0.27, -2.34], [0.26, 0.27, -0.13], [0.34, -1.00, 0.30], [-0.20, 1.98, 0.53], [0.28, -0.55, 0.20], [-0.31, -0.04, 0.13], [-0.41, 0.19, -0.32], [0.05, -0.64, -0.12], [-0.03, -0.12, -0.61], [-0.71, 0.29, 1.00], [0.41, 0.00, -0.18], [-1.02, -0.34, -0.32], [-0.03, 0.15, -0.27], [0.09, 0.42, -0.14], [0.43, 0.14, -0.29], [-0.12, -0.58, 0.56], [-0.55, 0.95, -1.55], [0.31, -0.07, -0.39], [0.24, 0.00, -0.03], [0.19, -0.01, -0.11], [0.13, 0.05, -0.25], [-0.45, -0.19, 0.51], [0.23, -0.42, 0.15], [0.15, 0.15, 0.50], [0.47, -0.38, 0.65], [0.14, -0.21, 0.14], [1.05, 0.59, 0.39], [-0.43, -0.46, -0.35], [0.30, -0.65, -0.67], [-0.26, 0.51, 0.06], [-0.08, 0.50, 0.74], [-0.63, -0.50, -0.21], [-0.11, -0.11, 0.54], [0.39, 0.03, -0.25], [-0.31, -0.12, -0.41], [-0.09, -0.06, 0.17], [-0.17, -0.12, -0.03], [-0.03, -0.04, -0.21], [0.47, 0.01, -0.26], [0.31, 0.28, 0.43], [0.15, 0.10, -0.01], [-0.09, 0.19, -0.11], [-0.38, -0.05, 0.22], [0.47, -0.56, -0.11], [-0.44, -0.22, -0.24], [-2.00, 0.33, 1.20], [0.42, -0.26, -0.51], [1.31, -0.14, -0.02], [-1.09, 0.19, -0.72], [0.99, -0.66, 0.39], [-1.07, 2.67, -1.93], [0.40, 0.17, -0.19], [-0.44, 0.02, -0.16], [-0.22, 0.55, 0.27], [0.43, -0.06, 0.30], [0.07, -0.04, 0.30], [0.15, 0.10, 0.00], [0.35, -1.19, 0.73], [0.34, -0.67, 0.83], [0.32, -0.25, -0.09], [-0.68, -1.41, -0.45], [0.31, 0.38, 0.68], [-0.96, 0.48, -1.34], [-0.07, 0.17, 0.49], [0.24, -0.51, 0.11], [-0.61, -1.17, -0.18], [0.31, -0.14, 0.17], [0.69, 0.35, 1.04], [0.49, 0.98, 0.05], [0.04, 0.10, -0.22], [0.01, 0.07, 0.02], [-0.03, 0.66, 0.02], [0.57, 0.06, 0.00], [0.03, 0.31, 0.43], [-0.12, 0.08, -0.21], [-0.09, -0.27, -0.11], [-0.14, -0.03, -0.47], [-0.43, -1.44, -0.35], [0.18, 0.80, 0.54], [1.05, -0.05, -0.21], [-0.38, -0.19, -0.17], [-0.78, -0.56, 0.10], [1.25, 1.15, -1.14], [-1.02, -0.05, 0.49], [1.61, -0.82, -1.75], [0.00, -0.07, 0.20], [0.01, 0.49, -0.09], [0.25, 0.48, -0.13], [-0.10, -0.19, 0.29], [-0.65, -0.13, 0.09], [-0.07, -0.35, 0.62], [-0.44, 0.44, -0.05], [-0.31, 0.63, 0.71], [-0.17, -0.12, 0.81], [1.65, 0.49, -0.38], [-0.69, 0.16, -0.21], [-0.09, -0.74, 1.06], [0.02, 0.34, -0.21], [0.23, 0.21, -0.90], [-1.06, -1.56, 0.74], [0.62, 0.09, 0.06], [-0.16, 0.27, -0.07], [-0.48, -0.16, 0.43], [-0.46, -0.01, 0.33], [-0.17, -0.18, -0.06], [0.68, 0.11, -0.37], [0.27, 0.95, -0.22], [-0.18, 0.32, -0.05], [-0.30, -0.21, -0.20], [-0.01, 0.32, -0.08], [0.11, -0.50, 0.12]]
}